Molecular formula: C9H8F6N3OPPdS
Method: DFT, wB97M-V/def2-TZVPD

```
30
Properties=species:S:1:pos:R:3:forces:R:3
Pd -1.770620 -0.149833 -1.683414 -0.8 0.1 0.3
N 1.142030 -1.003414 -1.468891 -0.1 -0.1 0.0
C 1.549421 -0.849921 -0.185724 0.2 0.0 0.2
C 2.890078 -0.812808 0.165959 -0.2 0.0 -0.2
C 3.295959 -0.764790 1.504220 0.0 0.0 0.2
C 2.386402 -0.735918 2.527550 0.2 0.0 0.0
C 1.009164 -0.708960 2.220473 -0.1 0.0 -0.3
C 0.007019 -0.603444 3.208962 -0.1 0.0 0.0
C -1.306686 -0.526780 2.845217 0.1 0.0 0.2
C -1.634419 -0.557198 1.478261 0.1 -0.1 -0.1
N -0.733329 -0.672483 0.534704 0.0 0.0 0.0
C 0.576502 -0.754239 0.869758 0.1 0.1 0.2
H 1.771799 -0.746863 -2.206603 0.0 0.0 0.0
H 0.145893 -0.910271 -1.667851 0.6 -0.3 -0.1
H 3.634118 -0.840821 -0.621719 0.0 0.0 0.0
H 4.356500 -0.761369 1.726377 0.0 0.0 0.0
H 2.703037 -0.716916 3.563305 0.0 0.0 0.0
H 0.300207 -0.568889 4.252189 0.0 0.0 0.0
H -2.090209 -0.432562 3.585331 0.0 0.0 0.0
H -2.664114 -0.479754 1.147918 0.0 0.0 0.0
F -1.226765 1.768137 -3.313000 0.0 0.0 0.2
P -1.029325 2.792268 -2.060714 0.3 0.6 -0.3
F -0.103465 1.650684 -1.309249 -0.2 0.2 -0.1
F -2.363579 2.154387 -1.337581 0.2 0.1 -0.1
F 0.293487 3.372494 -2.772411 0.0 0.1 0.1
F -1.952201 3.869900 -2.803530 -0.1 0.1 0.0
F -0.822950 3.776072 -0.807975 0.0 -0.1 0.0
O -1.629071 -2.467980 -2.486067 -0.4 -0.5 -0.3
S -3.116409 -2.326791 -2.660805 0.5 0.3 0.3
N -3.618485 -0.991928 -2.244691 -0.3 -0.4 -0.2
```
Positions in Å, forces in eV/Å.

As for the spin multiplicity: 2. For the energy relative to the best compared isomer or geometry (same formula, charge and spin), the calculation gives 49.72 kJ/mol. Its expectation value of S² is 0.7527. Its total charge is -1. The value obtained for the gap between HOMO and LUMO (alpha / beta) is 7.805 / 7.694 eV. The value obtained for the total energy is -55897.025 eV. As for the HOMO energy (alpha / beta): -5.084 / -5.013 eV.

In the natural (NBO) picture, each atom carries the following charge in e: 0.7132, -0.7579, 0.2127, -0.3035, -0.1711, -0.2724, -0.0860, -0.1364, -0.2667, 0.0561, -0.4666, 0.1779, 0.3882, 0.3822, 0.2027, 0.2033, 0.2009, 0.2040, 0.2130, 0.2053, -0.5913, 2.5961, -0.6005, -0.5900, -0.5874, -0.5831, -0.5832, -1.0004, 1.2433, -1.0024

***

Molecular formula: C9H8IN
Method: DFT, wB97M-V/def2-TZVPD

```
19
Properties=species:S:1:pos:R:3:forces:R:3
C 1.303887 -2.436723 -2.393280 -0.6 0.9 0.7
C 0.878422 -1.591494 -1.495702 1.4 -0.9 -1.2
C 0.340383 -0.732534 -0.675660 2.0 1.6 -1.7
C -0.709285 -1.228874 0.061253 -2.2 -0.4 1.9
C -1.521588 -0.352483 0.686082 -1.8 -1.8 0.4
C -1.369775 1.020841 0.407806 3.1 2.1 -1.9
C -0.316378 1.631415 -0.270482 -2.4 0.0 1.2
C 0.702226 0.724879 -0.731678 3.2 -1.2 0.2
C 1.857246 1.061199 -1.640563 -1.8 4.6 2.1
N 2.126613 1.231846 -0.182699 -1.8 0.7 -1.5
I 3.585226 0.153723 0.599766 0.6 -1.0 0.4
H 2.094201 -3.134917 -2.332369 0.9 -0.4 0.5
H 0.803832 -2.426879 -3.323476 -0.7 -0.1 -1.0
H -0.795103 -2.296055 -0.079237 -0.6 -0.1 0.9
H -2.462452 -0.626674 1.258263 1.4 0.0 -0.8
H -2.145615 1.670826 0.574900 -1.9 1.3 1.1
H -0.282473 2.772603 -0.346868 0.1 -2.0 -0.2
H 2.458889 0.363100 -2.111746 0.5 -1.4 -1.2
H 1.713909 2.112066 -2.091637 0.6 -1.9 0.1
```
Positions in Å, forces in eV/Å.

Its SMILES is C=C=C1C=CC=C[C@]12CN2I. For the energy relative to the best compared isomer or geometry (same formula, charge and spin), the calculation gives 378.91 kJ/mol. Its total charge is 0. The value obtained for the gap between HOMO and LUMO (alpha / beta) is 7.477 / 7.476 eV. The value obtained for the total energy is -19048.011 eV. As for the HOMO energy (alpha / beta): -7.708 / -7.707 eV.

In the natural (NBO) picture, each atom carries the following charge in e: -0.4898, 0.2023, -0.1986, -0.1366, -0.2433, -0.1988, -0.1867, 0.0389, -0.2397, -0.6108, 0.2948, 0.2302, 0.2224, 0.2258, 0.2229, 0.2071, 0.2378, 0.2200, 0.2022